This record from OMol25 describes a 3-piece molecular cluster, C6H15FN3S overall at a distorted geometry. The level of theory is wB97M-V/def2-TZVPD.

XYZ file:
```
26
Properties=species:S:1:pos:R:3:forces:R:3
C 3.605 -0.548 -0.715 2.455 0.310 2.488
C -0.374 -1.444 1.665 1.471 -0.677 -1.284
C -0.806 -0.207 0.973 -1.289 1.947 0.119
C -2.034 -0.526 0.059 1.926 -0.104 1.202
C -2.521 0.779 -0.661 1.236 0.615 -0.244
C -1.320 1.203 -1.284 -0.285 3.193 2.887
N 3.446 -1.276 -1.769 -0.536 0.385 -0.450
N 2.695 0.633 -0.735 0.304 -3.067 -2.126
N 1.787 0.583 -1.516 -1.735 1.742 0.015
F 2.898 2.904 1.368 0.998 0.574 0.657
S 4.633 -0.608 0.573 -0.491 -0.155 -0.489
H -1.232 -1.930 1.997 -1.586 -0.955 0.912
H 0.304 -1.364 2.461 0.677 0.829 1.416
H 0.160 -2.189 1.070 -0.274 0.198 -0.723
H -1.108 0.593 1.741 0.249 -1.081 -0.970
H -0.093 0.347 0.336 0.501 -0.508 0.219
H -1.695 -1.254 -0.687 -0.441 0.029 0.117
H -2.818 -0.910 0.693 -0.574 -0.152 -0.279
H -2.891 1.552 -0.018 -0.659 -0.100 0.478
H -3.142 0.350 -1.411 -1.133 0.051 -0.657
H -0.684 2.099 -0.977 -1.014 -1.257 -0.247
H -0.987 0.744 -2.108 1.464 -1.986 -3.004
H 2.745 -0.835 -2.326 -0.970 -0.147 -1.066
H 3.767 -2.180 -1.989 0.726 -0.764 0.251
H 3.007 1.306 -0.081 0.007 1.710 1.507
H 3.610 3.303 1.863 -1.030 -0.632 -0.729
```
Forces are in eV/Å.

Summary:
E_HOMO (alpha / beta) in eV: -11.3883 / -11.3881
Relative energy (zero: lowest compared OMol25 entry of this formula, charge and spin) in kJ/mol: 361.1
Charge: +1

This record from OMol25 describes C6H15InNO2 as an isolated structure at a distorted geometry. The level of theory is wB97M-V/def2-TZVPD.

XYZ file:
```
25
Properties=species:S:1:pos:R:3:forces:R:3
In -0.720 0.961 1.521 0.443 -0.405 -0.713
C -2.341 2.226 -1.889 -0.341 0.566 -0.665
O -1.193 1.535 -1.392 -1.093 -0.430 0.034
C -0.367 0.927 -2.343 -0.348 0.267 -0.204
C 0.877 0.708 -1.542 0.992 0.906 -0.010
N 0.607 -0.213 -0.474 0.269 -0.402 -0.459
C 1.699 -0.662 0.416 -0.366 -0.151 0.365
C 1.174 -1.638 1.466 0.724 -1.121 -1.169
O 0.101 -1.035 2.129 -0.700 0.915 -0.083
C -0.230 -1.629 3.378 -0.035 -1.060 2.263
H -2.557 3.063 -1.232 -0.072 -0.035 0.035
H -3.217 1.544 -1.950 0.285 -0.152 0.397
H -2.206 2.557 -2.925 0.221 0.107 0.194
H -0.224 1.570 -3.213 0.115 -0.110 -0.073
H -0.799 -0.037 -2.676 -0.042 0.100 0.029
H 1.277 1.669 -1.188 0.011 -0.256 0.243
H 1.676 0.333 -2.226 -0.233 -0.313 0.206
H 0.065 -1.001 -0.873 -0.030 0.059 0.515
H 2.115 0.207 0.928 0.395 0.079 -0.395
H 2.429 -1.192 -0.217 0.085 0.197 0.212
H 2.001 -1.940 2.122 -0.226 0.311 0.153
H 0.792 -2.567 0.996 0.126 0.321 0.063
H 0.575 -1.469 4.113 -0.212 0.083 -0.320
H -0.383 -2.716 3.299 0.072 0.325 -0.422
H -1.152 -1.201 3.771 -0.040 0.199 -0.198
```
Forces are in eV/Å.

Summary:
E_HOMO in eV: -22.1283
Relative energy (zero: lowest compared OMol25 entry of this formula, charge and spin) in kJ/mol: 0.0
Charge: +3

Question: The lowest relative energy (zero: lowest compared OMol25 entry of this formula, charge and spin) belongs to which entry?
Answer: C6H15InNO2

Question: Among the records above, which one has the lowest charge?
Answer: C6H15FN3S